Entry 1:
ORCA calculation (ωB97M-V/def2-TZVPD) on a molecular structure, C3H5NO2 at a distorted geometry.

Structure (XYZ):
```
11
C3H5NO2, DFT ωB97M-V/def2-TZVPD
C 0.57 -1.44 -0.69
C -0.22 1.50 -0.03
C -0.05 -0.54 1.02
N 0.83 -1.17 -1.88
O 0.63 -2.61 -1.26
O 0.36 0.69 0.99
H -1.22 1.17 -0.38
H 0.35 1.70 -0.89
H -0.44 2.48 0.37
H 0.41 -1.02 1.78
H -1.20 -0.75 0.97
```

Mulliken atomic charge list, values in e, 8 entries: number 1, C, carries 0.521; number 2, C, carries -0.761; number 3, C, carries -0.286; number 4, N, carries -0.400; number 5, O, carries -0.396; number 6, O, carries -0.298; number 7, H, carries 0.339; number 8, H, carries 0.326

Entry 2:
ORCA calculation (ωB97M-V/def2-TZVPD) on C5H12O in the gas phase at a distorted geometry.

Calculated values
SMILES = CCC(C)(C)O

Structure (XYZ):
```
18
C5H12O, DFT ωB97M-V/def2-TZVPD
C 1.94 0.01 -0.52
C 0.70 -0.46 0.27
C -0.82 0.18 -0.20
C -1.87 -0.80 0.36
C -0.17 1.46 0.57
O -0.84 0.08 -1.61
H 1.65 0.23 -1.55
H 2.67 -0.82 -0.55
H 2.47 0.88 -0.12
H 0.95 -0.51 1.35
H 0.41 -1.43 -0.05
H -1.86 -0.75 1.45
H -1.55 -1.83 0.08
H -2.91 -0.72 0.03
H 0.84 1.45 1.08
H -0.85 1.67 1.38
H -0.06 2.23 -0.17
H -0.71 -0.88 -1.80
```

Mulliken atomic charge list, values in e, 8 entries: number 1, C, carries -1.130; number 2, C, carries -0.784; number 3, C, carries 0.670; number 4, C, carries -1.119; number 5, C, carries -1.360; number 6, O, carries -0.557; number 7, H, carries 0.279; number 8, H, carries 0.356

Entry 3:
ORCA calculation (ωB97M-V/def2-TZVPD) on C5H14N2 in the gas phase at a distorted geometry.

Calculated values
SMILES = CNCCN(C)C

Structure (XYZ):
```
21
C5H14N2, DFT ωB97M-V/def2-TZVPD
C -1.75 0.58 -0.50
N -0.99 -0.17 0.52
C -0.82 0.41 1.82
C -0.29 -1.44 -0.07
C 0.89 -1.17 -0.96
N 1.94 -0.34 -0.53
C 1.71 1.14 -0.24
H -1.36 0.76 -1.44
H -1.85 1.58 -0.18
H -2.83 0.20 -0.59
H -1.67 1.01 2.12
H -1.11 -0.35 2.56
H 0.13 1.00 2.10
H 0.06 -2.02 0.76
H -1.00 -2.22 -0.50
H 0.44 -0.73 -1.93
H 1.35 -2.14 -1.20
H 2.63 -0.38 -1.20
H 0.64 1.26 -0.10
H 2.01 1.31 0.71
H 1.87 1.72 -1.16
```

Mulliken atomic charge list, values in e, 8 entries: number 1, C, carries -1.256; number 2, N, carries 0.087; number 3, C, carries -0.910; number 4, C, carries -0.910; number 5, C, carries -0.317; number 6, N, carries -0.419; number 7, C, carries -0.763; number 8, H, carries 0.413

Entry 4:
ORCA calculation (ωB97M-V/def2-TZVPD) on a molecular structure, C3H7AsF6KN2O7 at a distorted geometry.

Calculated values
charge = -1

Structure (XYZ):
```
27
C3H7AsF6KN2O7, DFT ωB97M-V/def2-TZVPD
K 0.29 -0.40 0.34
As -3.85 3.92 -0.40
F -4.34 5.52 -0.98
F -2.69 3.84 -1.76
F -3.47 2.25 0.14
F -5.17 4.08 0.87
F -5.12 3.32 -1.48
F -2.60 4.62 0.73
O -0.33 1.66 4.15
C -1.19 1.01 4.92
O -1.97 1.62 5.68
O -1.17 -0.24 4.86
H -0.57 2.43 4.67
C 3.72 -5.54 2.42
N 4.21 -4.24 1.97
O 3.36 -3.40 1.66
O 5.41 -4.06 1.79
H 3.51 -6.12 1.53
H 2.83 -5.34 3.02
H 4.47 -6.01 3.07
C 0.71 0.50 -5.86
N 0.62 -0.23 -4.57
O 1.71 -0.64 -4.08
O -0.46 -0.43 -4.07
H 1.74 0.49 -6.22
H 0.22 1.48 -5.84
H 0.14 -0.10 -6.57
```

Mulliken atomic charge list, values in e, 8 entries: number 1, K, carries 0.972; number 2, As, carries 2.001; number 3, F, carries -0.484; number 4, F, carries -0.507; number 5, F, carries -0.511; number 6, F, carries -0.512; number 7, F, carries -0.482; number 8, F, carries -0.506

Entry 5:
ORCA calculation (ωB97M-V/def2-TZVPD) on 13 unconnected molecules or ions with the total composition C24H34BCl36N2O6 at a distorted geometry.

Calculated values
charge = +1

Structure (XYZ):
```
103
C24H34BCl36N2O6, DFT ωB97M-V/def2-TZVPD
C 3.32 1.70 3.09
C 3.36 3.21 2.43
O 4.45 3.95 2.71
O 2.28 3.76 1.55
C 1.82 2.65 0.71
C 0.94 3.05 -0.60
C 0.69 1.91 -1.72
C 0.98 0.37 -1.36
C -0.35 -0.64 -1.50
C -0.71 -1.30 -0.01
N -1.93 -0.63 0.63
C -2.90 -1.33 1.60
C -4.06 -0.21 1.96
B -5.36 -0.45 2.93
O -6.48 0.56 2.88
O -5.57 -1.59 3.86
N -3.63 1.03 1.21
C -4.32 2.41 1.21
O -3.96 2.99 2.55
O -4.15 4.28 2.55
C -2.37 0.80 0.40
H 3.67 0.87 2.31
H 3.97 1.58 4.06
H 2.16 1.47 3.27
H 2.72 1.95 0.37
H 1.13 1.95 1.39
H -0.10 3.51 -0.24
H 1.51 3.95 -1.13
H 1.32 2.21 -2.68
H -0.45 2.00 -2.07
H 1.74 -0.05 -2.18
H 1.44 0.12 -0.33
H -1.27 -0.10 -2.00
H -0.06 -1.52 -2.24
H 0.22 -1.36 0.71
H -1.04 -2.42 -0.23
H -2.83 -2.42 2.01
H -7.08 0.20 2.14
H -4.86 -2.26 3.58
H -5.49 2.32 1.20
H -3.92 3.05 0.31
H -3.40 4.71 2.02
H -1.85 1.60 -0.28
C 5.68 0.75 -0.77
Cl 6.68 0.44 0.67
Cl 4.20 -0.22 -0.71
Cl 5.30 2.47 -0.91
H 6.26 0.45 -1.65
C -1.79 -4.68 4.21
Cl -2.48 -5.41 5.67
Cl -1.21 -5.93 3.10
Cl -2.98 -3.63 3.42
H -0.93 -4.06 4.51
C 2.89 -6.39 4.16
Cl 2.62 -7.47 2.78
Cl 4.61 -6.01 4.32
Cl 1.94 -4.91 3.98
H 2.56 -6.90 5.07
C 2.73 -3.57 -2.24
Cl 1.87 -2.55 -3.41
Cl 1.82 -3.67 -0.72
Cl 3.00 -5.19 -2.91
H 3.70 -3.11 -2.03
C 7.63 4.24 1.78
Cl 8.88 4.21 3.03
Cl 7.33 5.90 1.25
Cl 8.08 3.22 0.41
H 6.70 3.85 2.21
C -1.61 3.73 -4.88
Cl -2.25 2.53 -3.75
Cl -2.24 5.34 -4.49
Cl 0.16 3.74 -4.85
H -1.94 3.47 -5.89
C 4.78 -0.67 6.78
Cl 3.40 -1.72 6.39
Cl 5.91 -0.61 5.41
Cl 4.22 0.96 7.20
H 5.30 -1.09 7.64
C -0.62 -6.99 -1.40
Cl 0.38 -7.29 0.04
Cl -2.10 -7.95 -1.34
Cl -1.00 -5.26 -1.53
H -0.04 -7.28 -2.28
C -4.29 -2.70 -2.31
Cl -5.87 -3.49 -2.14
Cl -3.62 -2.30 -0.72
Cl -3.17 -3.73 -3.23
H -4.43 -1.77 -2.87
C 2.38 7.02 -1.60
Cl 3.20 5.49 -1.93
Cl 0.75 7.02 -2.29
Cl 2.33 7.34 0.14
H 2.95 7.83 -2.08
C -3.72 -4.40 -7.56
Cl -3.97 -6.10 -8.01
Cl -4.59 -4.02 -6.07
Cl -1.99 -4.06 -7.39
H -4.12 -3.78 -8.37
C -5.69 4.28 -3.82
Cl -7.16 5.27 -3.80
Cl -5.22 3.83 -2.18
Cl -5.93 2.83 -4.82
H -4.88 4.87 -4.26
```

Mulliken atomic charge list, values in e, 8 entries: number 1, C, carries -0.435; number 2, C, carries 0.582; number 3, O, carries -0.574; number 4, O, carries -0.323; number 5, C, carries 0.444; number 6, C, carries 0.213; number 7, C, carries 0.665; number 8, C, carries 0.086

Entry 6:
ORCA calculation (ωB97M-V/def2-TZVPD) on 2 unconnected molecules or ions with the total composition C38H47BrCl3IN2O2S at a distorted geometry.

Calculated values
SMILES = C=CC(=O)OCCCCCCc1cc2c(cc1[C@@H](I)CC)Sc1cc([C@@H](C)CCC)c(Cl)c(CCCN)c1N2Br.Clc1ccccc1Cl

Structure (XYZ):
```
95
C38H47BrCl3IN2O2S, DFT ωB97M-V/def2-TZVPD
C 6.43 -3.94 1.79
C 6.24 -2.84 2.73
C 6.93 -1.43 2.40
O 6.96 -0.57 3.34
O 7.50 -1.16 1.13
C 6.92 0.01 0.49
C 5.73 -0.37 -0.57
C 5.40 -1.93 -0.64
C 4.37 -2.34 -1.81
C 2.92 -1.64 -1.60
C 1.92 -2.57 -0.70
C 0.81 -1.63 -0.04
C -0.42 -1.28 -0.90
C -1.59 -0.34 -0.44
C -1.48 0.26 0.98
C -0.24 -0.08 1.88
C 0.93 -1.01 1.41
C 2.23 -1.33 2.30
I 3.45 0.51 2.53
C 1.90 -1.99 3.73
C 2.17 -1.00 5.00
S -2.83 1.40 1.59
C -4.26 0.87 0.52
C -5.68 1.18 1.06
C -6.94 0.82 0.23
C -8.41 1.19 0.77
C -8.61 0.77 2.34
C -8.77 2.76 0.52
C -7.72 3.77 1.18
C -6.65 4.39 0.12
C -6.68 0.12 -1.15
Cl -8.20 -0.27 -2.13
C -5.24 -0.19 -1.70
C -5.00 -0.86 -3.13
C -5.85 -2.19 -3.41
C -6.19 -3.07 -2.12
N -6.80 -4.36 -2.64
C -3.97 0.19 -0.83
N -2.66 -0.10 -1.43
Br -2.10 1.21 -2.66
H 5.53 -4.36 1.21
H 7.48 -4.35 1.60
H 5.63 -3.04 3.66
H 7.77 0.54 -0.08
H 6.53 0.80 1.25
H 4.78 0.14 -0.13
H 6.01 0.11 -1.58
H 6.35 -2.57 -0.69
H 4.88 -2.20 0.36
H 4.26 -3.50 -1.77
H 4.83 -2.12 -2.84
H 2.37 -1.46 -2.60
H 3.06 -0.61 -1.13
H 2.55 -3.15 0.05
H 1.48 -3.34 -1.43
H -0.47 -1.72 -1.97
H -0.16 0.39 2.92
H 2.93 -2.06 1.76
H 2.66 -2.86 3.88
H 0.86 -2.49 3.79
H 1.61 -0.01 4.91
H 3.28 -0.90 5.24
H 1.70 -1.55 5.91
H -5.77 1.71 2.08
H -9.25 0.61 0.21
H -9.46 -0.01 2.40
H -8.92 1.64 3.00
H -7.67 0.22 2.69
H -9.78 2.95 1.05
H -8.97 2.95 -0.59
H -8.30 4.69 1.58
H -7.19 3.30 2.08
H -6.77 3.95 -0.94
H -6.78 5.53 -0.02
H -5.58 4.23 0.50
H -5.35 -0.07 -3.91
H -3.91 -1.08 -3.38
H -6.79 -1.98 -4.05
H -5.18 -2.86 -4.08
H -5.29 -3.39 -1.50
H -6.97 -2.61 -1.42
H -6.97 -5.02 -1.87
H -7.66 -4.14 -3.16
Cl 7.36 3.69 -4.79
C 7.92 3.89 -3.17
C 8.36 2.82 -2.39
Cl 8.38 1.20 -2.99
C 8.79 3.04 -1.09
C 8.79 4.33 -0.56
C 8.37 5.40 -1.34
C 7.93 5.18 -2.64
H 9.13 2.21 -0.47
H 9.13 4.50 0.46
H 8.37 6.41 -0.93
H 7.60 6.02 -3.24
```

Mulliken atomic charge list, values in e, 8 entries: number 1, C, carries -0.460; number 2, C, carries -0.198; number 3, C, carries 0.568; number 4, O, carries -0.574; number 5, O, carries -0.409; number 6, C, carries 0.414; number 7, C, carries -0.164; number 8, C, carries 0.711

no.,calculated total energy (eV)
1,-8770.7606
2,-7424.1960
3,-8389.2247
4,-114004.8551
5,-492170.4052
6,-173774.0301